Formula: C4H4N2O
Source: the OMol25 dataset
Level of theory: ωB97M-V/def2-TZVPD

Last column: Löwdin charge in e.
Atoms and positions in Å:
C1 1.220 0.101 0.170  0.05
C2 -0.609 -1.761 0.151  -0.18
C3 -0.135 -0.409 -0.220  -0.28
C4 -1.086 0.770 0.159  -0.04
N1 2.319 0.436 0.018  -0.13
N2 -1.043 -2.817 0.160  0.16
O1 3.417 0.891 -0.027  0.04
H1 -0.237 -0.406 -1.313  0.15
H2 -1.687 0.954 -0.636  0.05
H3 -0.551 1.676 0.480  0.10
H4 -1.610 0.565 1.058  0.08

Values from the calculation:
Electronic energy in hartree: -339.4351
ΔE to the lowest compared entry with this formula, charge and spin in kJ/mol: 384.8
Orbital gap in eV: 10.4
Charge: 0
SMILES string: C[C@H](C#N)C#[N+][O-]